(1)
# C5H7N

An isolated molecule of C5H7N (wB97M-V/def2-TZVPD, the Open Molecules 2025 dataset).

ORCA input file:
```
! RIJCOSX wB97M-V def2-TZVPD def2/J DEFGRID3
* xyz 0 1
C 1.2253 -0.3275 0.6030
C 0.4518 -0.6593 -0.6450
C 0.6632 0.7844 -0.2011
C -0.8798 0.9164 -0.0245
N -1.5461 -0.1103 0.7800
C -1.0803 -0.4498 -0.5370
H 2.2932 -0.4643 0.4506
H 0.9052 -0.5192 1.6244
H 0.8852 -1.2880 -1.4153
H 1.2733 1.6017 -0.5783
H -1.4203 1.8224 -0.2782
H -0.9925 -0.5331 1.5215
H -1.7783 -0.7733 -1.3002
*
```

Summary:
SMILES: C1[C@@H]2[C@H]1[C@@H]1N[C@H]21
Strongest force on any atom: 0.4 eV/A
Orbital gap: 9.917 eV
ΔE to the lowest compared entry with this formula, charge and spin: 344.0 kJ/mol

(2)
# C24H50BBrClNO17P2S

A 6-piece molecular cluster, C24H50BBrClNO17P2S overall in a non-equilibrium geometry (wB97M-V/def2-TZVPD, the Open Molecules 2025 dataset).

ORCA input file:
```
! RIJCOSX wB97M-V def2-TZVPD def2/J DEFGRID3
* xyz 0 1
N 0.2505 -2.1217 2.6790
P -0.5886 -1.7341 1.2733
O -2.0741 -1.3689 1.8038
C 0.0425 -0.0242 0.7156
Cl 0.6725 0.8795 2.1678
C -1.0812 0.7874 0.0715
S -1.3558 0.2184 -1.6094
O -0.9614 1.1881 -2.5491
O -2.7138 -0.1670 -1.6851
O -0.5377 -1.1363 -1.7414
C 0.8596 -1.0594 -1.4515
P 1.7920 -0.5247 -2.9854
O 3.3290 -0.9622 -2.6142
Br 1.0878 -2.0817 -4.4535
C 1.2450 -0.2233 -0.2058
B 2.0121 1.1817 -0.4626
O 1.5511 2.1511 -1.2691
O 3.1683 1.4354 0.2105
H 0.1659 -1.4163 3.4052
H 1.2208 -2.3220 2.4814
H -2.6904 -1.8484 1.2242
H -0.8013 1.8262 0.0479
H -1.9845 0.6083 0.6281
H 1.1627 -2.0769 -1.2508
H 3.4050 -1.4529 -1.7797
H 1.9418 -0.8218 0.3702
H 2.2818 2.5483 -1.7799
H 3.5961 0.6092 0.4803
C -5.4231 -5.8174 4.0546
C -5.2176 -5.0322 2.7766
O -3.9753 -4.3181 2.7823
C -2.8044 -4.8676 2.4082
C -2.7061 -6.3630 2.2159
O -1.8464 -4.1523 2.2978
H -4.6603 -6.5854 4.1828
H -6.3996 -6.3008 4.0504
H -5.3638 -5.1539 4.9167
H -5.2982 -5.6578 1.8873
H -5.9837 -4.2649 2.6880
H -2.3528 -6.8117 3.1431
H -1.9786 -6.5560 1.4323
H -3.6378 -6.8386 1.9205
C -2.3415 3.1604 4.0950
C -1.6357 1.8968 4.5415
O -1.1527 2.0012 5.8846
C -1.9115 1.7320 6.9665
C -3.4064 1.5655 6.8050
O -1.3882 1.6934 8.0434
H -3.2289 3.3618 4.6952
H -2.6462 3.0786 3.0509
H -1.6773 4.0179 4.2000
H -2.2606 1.0092 4.4221
H -0.7496 1.7371 3.9297
H -3.8872 2.5238 6.9952
H -3.7482 0.8478 7.5455
H -3.7138 1.1983 5.8290
C 6.6424 2.2936 -6.1513
C 6.2098 1.6089 -4.8726
O 5.6662 2.5380 -3.9266
C 4.3839 2.9259 -3.9301
C 3.4937 2.5998 -5.1013
O 3.9770 3.5799 -3.0027
H 5.7997 2.7550 -6.6661
H 7.1066 1.5763 -6.8275
H 7.3602 3.0830 -5.9308
H 5.5104 0.7923 -5.0530
H 7.0748 1.1752 -4.3752
H 3.4837 3.4224 -5.8142
H 2.4915 2.4587 -4.7026
H 3.7673 1.6856 -5.6224
C -5.2294 -1.1295 -2.9630
C -5.1791 -2.4755 -2.2791
O -6.4828 -3.0178 -2.0265
C -7.1752 -3.7291 -2.9344
C -6.7110 -3.7530 -4.3738
O -8.1845 -4.2791 -2.5915
H -5.6932 -1.1918 -3.9491
H -4.2239 -0.7345 -3.0746
H -5.8199 -0.4268 -2.3751
H -4.5668 -3.1934 -2.8269
H -4.7255 -2.3649 -1.2959
H -7.2383 -2.9752 -4.9235
H -6.9699 -4.7200 -4.7966
H -5.6402 -3.6165 -4.5012
C 5.4974 5.2898 -0.7932
C 6.1458 3.9350 -0.6212
O 7.4062 4.0183 0.0623
C 7.5163 4.0283 1.4019
C 6.2783 4.2250 2.2495
O 8.6068 3.9426 1.8957
H 5.2638 5.7511 0.1677
H 4.5779 5.1911 -1.3621
H 6.1691 5.9676 -1.3209
H 5.4851 3.2234 -0.1237
H 6.3767 3.5151 -1.5958
H 6.1792 5.2839 2.4822
H 6.4113 3.6726 3.1759
H 5.3591 3.8729 1.7879
*
```

Summary:
SMILES: NP(O)[C@]1(Cl)CS(=O)(=O)O[C@@H](P(O)Br)[C@H]1B(O)O.CCOC(C)=O.CCOC(C)=O.CCOC(C)=O.CCOC(C)=O.CCOC(C)=O
Strongest force on any atom: 1.9 eV/A
Orbital gap: 8.588 eV
ΔE to the lowest compared entry with this formula, charge and spin: 0.0 kJ/mol

(3)
# C12H15CuO6PS2

C12H15CuO6PS2 as an isolated structure in a non-equilibrium geometry (wB97M-V/def2-TZVPD, the Open Molecules 2025 dataset).

ORCA input file:
```
! RIJCOSX wB97M-V def2-TZVPD def2/J DEFGRID3
* xyz -2 2
Cu -0.0225 1.4044 -2.4933
C -4.5378 2.7188 2.3324
C -3.9463 2.7915 0.9397
O -2.9809 3.8672 0.7991
P -1.4835 3.7400 0.0581
S 1.7610 2.3251 -3.3096
S -1.8790 2.2480 -1.3093
O -0.5376 2.9993 1.2386
C -0.1834 1.5537 1.3557
C 1.1454 1.4606 2.0804
H -5.5818 2.3423 2.3302
H -4.5514 3.7409 2.7842
H -3.9597 2.0851 3.1064
H -4.7875 3.0738 0.2518
H -3.4311 1.8489 0.6340
H -0.2073 1.0600 0.3799
H -0.8635 1.0213 2.0469
H 2.0063 1.7873 1.4831
H 1.3438 0.4501 2.2731
H 1.0963 1.9600 3.0538
O -0.7950 -2.4302 -4.0894
C -0.3564 -1.6455 -3.2452
O -0.7028 -0.4841 -3.0024
C 0.7567 -2.2339 -2.3051
C 1.2146 -3.5169 -2.5357
C 2.1329 -4.1491 -1.6742
C 2.6365 -3.4156 -0.5853
O 3.5202 -3.7963 0.4361
C 3.7782 -2.6179 1.1364
O 2.8846 -1.5909 0.7030
C 2.2459 -2.0955 -0.3903
C 1.2733 -1.5412 -1.2320
H 0.9058 -4.0817 -3.3969
H 2.5276 -5.1674 -1.8795
H 4.8410 -2.4628 0.8708
H 3.7047 -2.7529 2.2690
H 1.0327 -0.4964 -1.1144
*
```

Summary:
Strongest force on any atom: 2.3 eV/A
Orbital gap (alpha / beta): 5.671 / 5.363 eV

(4)
# C48H100N2O22

A 11-piece molecular cluster, C48H100N2O22 overall in a non-equilibrium geometry (wB97M-V/def2-TZVPD, the Open Molecules 2025 dataset).

ORCA input file:
```
! RIJCOSX wB97M-V def2-TZVPD def2/J DEFGRID3
* xyz 0 1
O 5.5370 18.4468 10.4840
N 6.2516 17.5613 10.0120
O 6.5036 17.4349 8.8529
C 6.9349 16.6830 10.9659
C 7.7927 15.7132 10.3781
C 8.5970 14.9241 11.2297
C 8.4684 15.0744 12.6193
C 7.6952 16.0805 13.1333
C 6.8443 16.8346 12.3688
H 7.8369 15.6294 9.2821
H 9.3015 14.1727 10.8523
H 9.1637 14.5249 13.2130
H 7.8011 16.1888 14.2017
H 6.1683 17.5334 12.8116
O 12.3374 15.1006 13.0927
N 12.0467 15.7844 14.1047
O 11.1732 16.6459 14.1478
C 12.8112 15.4507 15.3160
C 13.0765 16.4226 16.2152
C 13.8092 16.1267 17.3540
C 14.4970 14.9378 17.4762
C 14.2371 13.9309 16.5690
C 13.3746 14.1265 15.4621
H 12.7111 17.4748 16.1205
H 13.9013 16.8307 18.1957
H 15.0760 14.7034 18.3217
H 14.6110 12.8935 16.6834
H 13.2573 13.3964 14.7276
C 12.0556 12.6959 22.1017
O 13.3987 13.0387 21.9339
C 13.4768 14.2939 21.2200
C 14.9574 14.5309 21.2106
O 15.2248 15.8555 20.7842
C 15.5160 16.8129 21.8686
H 11.6952 12.6185 21.0996
H 11.4640 13.3518 22.7779
H 12.0047 11.6333 22.5039
H 12.9562 15.1108 21.7603
H 13.1049 14.1405 20.1769
H 15.4910 13.9244 20.4628
H 15.4430 14.3282 22.1967
H 14.7563 16.8616 22.6854
H 15.6185 17.8190 21.5180
H 16.4843 16.5427 22.2841
C 9.4218 18.9431 12.3028
O 10.2554 19.9755 11.7614
C 9.7623 20.6501 10.5711
C 10.0811 19.9478 9.2862
O 9.8519 20.7682 8.1550
C 8.5706 20.5977 7.6179
H 10.0330 18.5548 13.1681
H 9.1396 18.0824 11.6143
H 8.4917 19.5116 12.7641
H 10.2854 21.6194 10.5850
H 8.6762 20.8355 10.7363
H 9.4565 19.0461 9.3599
H 11.1083 19.6031 9.2663
H 7.9015 21.2743 8.1604
H 8.2665 19.5219 7.7759
H 8.7201 20.7510 6.6162
C 9.9636 13.2032 15.6795
O 8.7928 12.7729 14.9492
C 8.4041 11.4225 15.3314
C 7.2480 11.0645 14.3983
O 7.8402 10.4227 13.2388
C 6.8629 10.2115 12.2258
H 10.7120 12.4110 15.7420
H 9.6677 13.4410 16.7268
H 10.4160 14.0297 15.1074
H 8.0183 11.4729 16.3047
H 9.2152 10.7052 15.2212
H 6.7993 11.9936 14.0457
H 6.5331 10.3400 14.8249
H 7.2492 9.4562 11.5488
H 6.6918 11.1745 11.6399
H 5.8773 9.8345 12.6534
C 10.3605 17.8627 21.1782
O 9.6600 17.6540 19.9448
C 10.3357 18.0180 18.7755
C 9.5954 17.6864 17.5064
O 8.3592 18.3658 17.4635
C 7.6391 18.1818 16.2496
H 10.8774 18.8148 21.3311
H 11.0314 17.0409 21.3651
H 9.5532 17.7894 21.8602
H 11.3250 17.5803 18.6937
H 10.4451 19.1509 18.7329
H 9.3995 16.6094 17.4777
H 10.2776 17.9824 16.6582
H 6.7307 18.6906 16.4097
H 7.5577 17.1555 15.9370
H 8.2152 18.6407 15.4302
C 12.3503 10.8250 17.4911
O 13.5148 10.3324 18.0352
C 13.9024 10.9941 19.2612
C 15.1926 10.5403 19.8594
O 16.2500 11.3328 19.4250
C 17.5209 10.9473 19.9926
H 11.9030 10.0402 16.9111
H 12.6533 11.6320 16.8433
H 11.6334 11.2099 18.2551
H 13.1793 10.7065 20.0665
H 13.9762 12.0569 19.1683
H 15.3318 9.4588 19.5979
H 15.1095 10.5818 20.9132
H 18.1769 11.8641 19.9347
H 17.9832 10.1652 19.3545
H 17.4237 10.5622 21.0012
C 13.1115 20.1335 18.4787
O 12.3076 19.9552 17.3633
C 12.0824 21.0032 16.4673
C 11.3157 20.5052 15.2551
O 11.9957 19.4438 14.5693
C 13.0346 19.8311 13.6676
H 14.1443 20.4341 18.1290
H 13.1184 19.1980 19.0644
H 12.7313 20.9412 19.0966
H 13.0224 21.4386 16.0954
H 11.4591 21.8704 16.8732
H 11.0082 21.3050 14.6056
H 10.5162 19.9670 15.6799
H 12.9748 19.2120 12.7425
H 14.0453 19.7252 14.1158
H 12.9784 20.9043 13.3793
C 15.8046 12.7398 13.6400
O 14.8653 11.8669 14.1272
C 14.9038 10.6105 13.4491
C 13.6279 9.8247 13.6811
O 12.5242 10.5351 13.0511
C 11.4085 9.6420 13.0125
H 16.7893 12.2298 13.3898
H 15.9988 13.5388 14.3528
H 15.3989 13.2857 12.7530
H 15.7519 9.9905 13.8295
H 15.0171 10.9261 12.4279
H 13.5306 9.7383 14.7823
H 13.8134 8.8776 13.0981
H 11.1888 9.2297 13.9838
H 11.5554 8.8037 12.3139
H 10.4912 10.2050 12.7561
C 7.2517 12.3677 22.8476
O 7.5817 12.7635 21.5806
C 7.8076 11.6080 20.8312
C 8.1306 11.9830 19.4562
O 9.4178 12.5615 19.2774
C 9.4515 13.9178 19.6388
H 8.0191 11.8165 23.3660
H 6.3222 11.7332 22.7514
H 6.8978 13.2957 23.3414
H 6.9317 10.9161 20.7885
H 8.6429 11.0929 21.2474
H 7.3419 12.6599 19.0132
H 8.1330 11.0809 18.7892
H 8.7357 14.4520 19.0234
H 10.4093 14.3968 19.5216
H 9.1320 14.0974 20.6393
C 19.0349 13.8050 22.0390
O 19.2958 13.9215 20.6497
C 18.4514 14.8821 20.0746
C 19.0787 15.4183 18.7590
O 19.1153 16.7989 18.7261
C 17.8055 17.2970 18.5342
H 18.0562 13.3897 22.3264
H 19.1228 14.7660 22.5217
H 19.7352 13.0666 22.4195
H 18.3425 15.7423 20.7054
H 17.4621 14.5162 19.9252
H 18.5529 15.0690 17.8783
H 20.0984 14.9315 18.7492
H 17.9254 18.3746 18.6043
H 17.0724 17.0013 19.2913
H 17.3499 17.0278 17.5636
*
```

Summary:
SMILES: O=[N+]([O-])c1ccccc1.O=[N+]([O-])c1ccccc1.COCCOC.COCCOC.COCCOC.COCCOC.COCCOC.COCCOC.COCCOC.COCCOC.COCCOC
Strongest force on any atom: 3.7 eV/A
Orbital gap: 8.793 eV
ΔE to the lowest compared entry with this formula, charge and spin: 168.5 kJ/mol

(5)
# C4H4NO2S

A 2-piece molecular cluster, C4H4NO2S overall in a non-equilibrium geometry (wB97M-V/def2-TZVPD, the Open Molecules 2025 dataset).

ORCA input file:
```
! RIJCOSX wB97M-V def2-TZVPD def2/J DEFGRID3
* xyz -1 1
C -0.0148 -1.8341 -0.6724
C -2.0195 0.6115 0.3189
C 1.5014 0.7345 0.6731
C -0.2523 -0.5242 -1.0140
N 0.1628 -2.8957 -0.2277
O -1.9633 1.6829 -0.1402
O -2.3890 -0.2606 0.9998
S 1.1970 0.5100 -1.1093
H 2.4330 1.2805 0.7943
H 1.5775 -0.2504 1.1262
H 0.6750 1.2835 1.1072
H -0.9077 -0.3379 -1.8561
*
```

Summary:
Strongest force on any atom: 1.8 eV/A
Orbital gap: 6.533 eV
ΔE to the lowest compared entry with this formula, charge and spin: 2.6 kJ/mol